{
  "formula": "BH28NO10",
  "method": "ωB97M-V/def2-TZVPD",
  "gap_ha": 0.2062,
  "e_lumo_ev": -1.31,
  "charge": 0,
  "elements": ["N", "H", "H", "H", "H", "B", "H", "H", "H", "H", "O", "H", "H", "O", "H", "H", "O", "H", "H", "O", "H", "H", "O", "H", "H", "O", "H", "H", "O", "H", "H", "O", "H", "H", "O", "H", "H", "O", "H", "H"],
  "coordinates": [[0.1170, -0.4239, 0.3899], [-0.4560, -1.1129, 0.9199], [0.5390, 0.3711, 0.9189], [-0.4900, 0.0491, -0.3391], [0.8490, -0.8829, -0.1651], [-2.4240, -1.0519, -3.0381], [-2.3300, -0.7239, -4.1691], [-3.2260, -0.2489, -2.3841], [-2.6200, -2.2359, -2.8391], [-1.2630, -0.8569, -2.8601], [0.8500, -0.3919, 3.3789], [1.4070, 0.3581, 3.8329], [0.2860, -0.3869, 4.0629], [3.3670, -1.6409, -1.1251], [3.4770, -2.4859, -0.6281], [3.5160, -0.8119, -0.5881], [1.6600, 2.6231, 0.5969], [2.2160, 2.9531, 1.2549], [0.9860, 3.3221, 0.5669], [0.8780, 0.8661, -2.5821], [1.3760, 0.0701, -2.8261], [1.5900, 1.5641, -2.5791], [-2.8950, 0.2181, 1.1619], [-3.5240, 0.9531, 1.4489], [-2.1650, 0.8971, 1.2839], [-0.7250, 1.8861, 2.0899], [-0.6720, 1.7451, 3.0319], [-1.0850, 2.7201, 2.4729], [-2.2180, -2.1219, 0.1729], [-2.8120, -1.4039, 0.1079], [-1.9170, -2.2549, -0.7961], [-1.9180, 2.4691, -0.9451], [-1.9900, 2.0021, -1.8351], [-1.0570, 2.9681, -1.2091], [3.4550, 0.5021, 0.6809], [3.6240, 0.0511, 1.5569], [2.9240, 1.3431, 0.7709], [0.9730, -3.3659, 0.2329], [0.9940, -3.4369, -0.7371], [0.7040, -4.0939, 0.7109]],
  "atomic_forces_ev_per_a": [[-0.223, 1.561, -1.252], [0.167, 0.347, -0.410], [-0.434, -1.075, -0.059], [0.276, -0.785, 0.669], [-0.080, -0.196, 0.400], [-0.593, 0.726, 0.844], [-0.774, -0.061, -1.100], [0.861, -0.764, -0.426], [-0.344, -0.143, -0.034], [1.176, 0.279, 1.232], [4.948, 3.056, -1.698], [-0.588, -1.953, -1.958], [-4.284, -1.154, 3.746], [-0.066, 0.067, 0.254], [-0.056, 1.534, -0.123], [-0.111, -1.619, -0.194], [-1.532, -0.033, -1.419], [1.643, 0.974, 1.815], [-0.052, -0.578, -0.305], [1.543, 1.053, 0.262], [-0.388, 0.024, -0.050], [-1.084, -1.011, -0.008], [-0.124, 3.882, 1.551], [-0.144, -1.972, -0.767], [-0.032, -1.657, -0.658], [-0.707, 2.045, 1.565], [1.075, -2.801, 1.027], [-0.494, 0.988, -2.490], [2.379, -1.865, -1.894], [-1.168, 1.365, -0.183], [-0.999, 0.301, 1.817], [2.794, 0.649, -2.571], [-0.607, 0.028, 1.553], [-2.113, -0.964, 1.051], [-0.144, 0.257, 1.292], [-0.534, 1.159, -1.386], [0.783, -1.760, -0.005], [1.469, 3.497, -1.622], [-0.357, -0.731, 0.809], [-1.081, -2.668, 0.727]],
  "mulliken_charge": [-0.05, 0.42, 0.17, 0.27, 0.16, 0.13, -0.17, -0.22, -0.23, -0.29, -0.56, 0.31, 0.25, -0.64, 0.29, 0.38, -0.62, 0.28, 0.25, -0.56, 0.30, 0.25, -0.58, 0.34, 0.26, -0.42, 0.17, 0.26, -0.68, 0.33, 0.24, -0.63, 0.32, 0.29, -0.67, 0.33, 0.34, -0.60, 0.34, 0.24]
}

***

{
  "formula": "C30H22F5IrN5O2STe",
  "method": "ωB97M-V/def2-TZVPD",
  "gap_ha": [0.2241, 0.1876],
  "s2": 6.079,
  "e_lumo_ev": [-2.77, -6.08],
  "charge": 1,
  "spin_multiplicity": 5,
  "elements": ["Ir", "C", "C", "C", "C", "N", "C", "N", "C", "N", "C", "N", "C", "C", "C", "C", "C", "N", "C", "C", "C", "C", "C", "C", "H", "H", "H", "H", "H", "H", "H", "H", "H", "H", "H", "H", "O", "S", "C", "C", "C", "C", "C", "C", "C", "C", "C", "C", "C", "C", "H", "H", "H", "H", "H", "H", "H", "H", "H", "H", "F", "Te", "F", "F", "F", "F", "O"],
  "coordinates": [[0.5092, -0.3667, 0.8477], [-2.5353, -3.1082, -0.5190], [-3.5144, -3.1519, 0.4659], [-3.2535, -2.5312, 1.6574], [-2.0134, -1.8461, 1.8761], [-1.1235, -1.6911, 0.8162], [-1.3753, -2.3590, -0.2964], [-1.7795, -1.4688, 3.0942], [-0.6218, -0.8690, 3.5317], [0.4259, -0.3465, 2.7490], [1.3269, 0.2822, 3.6011], [2.3976, 0.9552, 3.3012], [2.8411, 1.2192, 2.0469], [4.0076, 2.0093, 1.9881], [4.5603, 2.3622, 0.7885], [3.9441, 1.9141, -0.3798], [2.8135, 1.1490, -0.2717], [2.2473, 0.7984, 0.9039], [0.8577, 0.0889, 4.9445], [1.3717, 0.4946, 6.1674], [0.6479, 0.1759, 7.2989], [-0.5886, -0.5325, 7.2302], [-1.1130, -0.9343, 6.0414], [-0.3751, -0.6256, 4.8630], [-2.6536, -3.6044, -1.4717], [-4.4439, -3.6808, 0.3077], [-3.9357, -2.5621, 2.4940], [-0.6357, -2.2810, -1.0741], [4.4282, 2.3177, 2.9332], [5.4519, 2.9731, 0.7507], [4.3292, 2.1509, -1.3610], [2.3284, 0.7791, -1.1544], [2.3020, 1.0425, 6.2223], [1.0185, 0.4733, 8.2707], [-1.1126, -0.7435, 8.1526], [-2.0517, -1.4651, 5.9723], [0.5710, -0.4849, -1.2596], [-0.1986, 0.4419, -2.2407], [-1.1933, -0.6579, -3.2172], [-2.5507, -0.3751, -3.2578], [-3.3897, -1.2139, -3.9823], [-2.8669, -2.3167, -4.6372], [-1.5017, -2.5932, -4.5828], [-0.6555, -1.7594, -3.8760], [1.0509, 0.9494, -3.3889], [2.2045, 0.2081, -3.6112], [3.1295, 0.6812, -4.5263], [2.8961, 1.8740, -5.2035], [1.7470, 2.6104, -4.9599], [0.8163, 2.1542, -4.0368], [-2.9461, 0.4765, -2.7185], [-4.4494, -1.0033, -4.0273], [-3.5222, -2.9678, -5.2008], [-1.1011, -3.4522, -5.1041], [0.4068, -1.9621, -3.8380], [2.3894, -0.7011, -3.0544], [4.0368, 0.1224, -4.7117], [3.6239, 2.2359, -5.9172], [1.5784, 3.5456, -5.4756], [-0.0757, 2.7286, -3.8171], [-2.2292, 1.1939, 2.1895], [-2.0194, 2.0836, 0.5625], [-3.8423, 2.3298, 0.6408], [-1.8248, 3.6999, 1.4261], [-2.4527, 0.4827, -0.3433], [-2.0795, 2.9457, -1.0863], [-0.2339, 1.7060, 0.4668]],
  "atomic_forces_ev_per_a": [[0.019, 0.312, 0.052], [0.071, 0.035, -0.059], [-0.052, -0.031, 0.015], [-0.021, -0.001, -0.012], [0.008, -0.013, 0.020], [0.125, 0.059, -0.140], [-0.093, -0.079, 0.030], [0.048, -0.026, 0.031], [-0.021, 0.019, -0.013], [0.003, 0.074, 0.091], [-0.013, -0.043, 0.008], [0.036, -0.011, -0.032], [-0.014, 0.052, 0.070], [0.010, -0.008, -0.014], [0.003, 0.015, 0.015], [-0.015, -0.011, -0.023], [0.005, 0.014, 0.045], [0.126, -0.220, -0.066], [0.009, 0.014, -0.022], [-0.001, -0.004, 0.028], [0.009, 0.002, -0.012], [-0.001, 0.002, 0.014], [-0.004, -0.005, -0.022], [-0.005, 0.008, 0.053], [0.000, -0.004, 0.004], [0.001, -0.002, 0.000], [0.005, 0.021, 0.005], [0.035, 0.003, -0.079], [-0.003, -0.003, 0.002], [0.003, -0.003, -0.002], [0.000, 0.004, -0.004], [-0.005, 0.003, 0.030], [0.000, 0.000, -0.003], [0.003, 0.007, -0.003], [-0.008, -0.006, -0.007], [-0.002, 0.002, 0.010], [0.011, -0.059, -0.116], [0.022, 0.011, 0.138], [0.054, -0.017, -0.008], [-0.027, 0.031, 0.033], [0.007, 0.013, 0.012], [0.016, -0.018, -0.005], [-0.035, -0.001, -0.002], [0.038, -0.001, 0.017], [-0.015, 0.030, -0.108], [-0.025, -0.001, 0.006], [0.011, 0.041, -0.027], [0.027, -0.021, 0.000], [-0.030, -0.005, 0.021], [0.000, -0.035, -0.017], [0.013, -0.014, -0.039], [0.000, 0.005, -0.004], [0.003, 0.000, -0.002], [0.002, 0.003, 0.003], [0.021, 0.013, 0.000], [-0.026, -0.039, -0.014], [0.002, -0.009, 0.002], [0.002, -0.004, -0.002], [0.001, 0.000, 0.003], [-0.003, 0.008, 0.002], [-0.021, 0.010, 0.010], [0.387, -0.132, -0.035], [-0.124, 0.109, -0.034], [0.004, 0.028, 0.011], [-0.196, -0.068, 0.048], [0.005, 0.036, 0.018], [-0.387, -0.086, 0.078]],
  "mulliken_charge": [1.41, -0.87, -0.54, -0.68, 0.67, -0.04, -0.43, -0.32, -0.56, -0.23, -0.12, -0.49, 0.45, -0.44, -0.65, -0.68, 0.13, 0.04, 0.42, -0.28, -0.61, -0.60, -0.49, 0.64, 0.47, 0.46, 0.55, 1.07, 0.51, 0.43, 0.50, 0.13, 0.54, 0.41, 0.42, 0.52, -0.97, 1.20, 0.44, -0.30, -0.80, -0.52, -0.78, 0.04, 0.28, -0.16, -0.91, -0.52, -0.70, -0.50, 0.41, 0.47, 0.42, 0.44, 0.44, 0.48, 0.44, 0.43, 0.43, 0.48, -0.46, 1.86, -0.39, -0.38, -0.42, -0.42, -0.74]
}

***

- What is the formula in the first record?
  BH28NO10